{
  "formula": "C16H23InO2",
  "method": "ωB97M-V/def2-TZVPD",
  "de_lowest_kcal_mol": 15.5,
  "gap_ev": [2.126, 2.127],
  "energy_ev": -26226.4496,
  "spin_multiplicity": 1,
  "total_charge": -2,
  "species": ["In", "C", "C", "C", "H", "C", "C", "H", "H", "H", "H", "C", "C", "C", "H", "C", "C", "H", "H", "H", "H", "O", "C", "C", "C", "C", "C", "H", "H", "H", "H", "H", "H", "H", "H", "H", "H", "C", "O", "H", "H", "H"],
  "positions_angstrom": [[1.2950, -0.3638, 0.3829], [0.2564, -2.0002, 2.4226], [0.1948, -0.5732, 2.6402], [-1.0772, -0.1275, 2.1528], [0.8700, 0.0032, 3.2780], [-1.7342, -1.2188, 1.5667], [-0.9287, -2.3809, 1.7338], [-1.2026, -3.3978, 1.4593], [1.0246, -2.6637, 2.8026], [-1.4906, 0.8846, 2.3138], [-2.7510, -1.2077, 1.1265], [1.6971, -1.6222, -1.9699], [0.8641, -2.7542, -1.7208], [-0.4966, -2.3213, -1.6969], [1.1943, -3.7869, -1.6368], [-0.5407, -0.9168, -1.9245], [0.8316, -0.4483, -2.0396], [1.1315, 0.5339, -2.3962], [2.7617, -1.6136, -2.1735], [-1.3603, -2.9726, -1.5996], [-1.4197, -0.3101, -2.0928], [0.9396, 1.4601, 0.4265], [-1.5917, 2.8737, -0.8489], [-0.7047, 3.5470, 0.1948], [-2.5225, 1.8405, -0.3456], [-0.9393, 2.7699, -2.1868], [0.5685, 2.7088, 0.7775], [-1.3363, 3.9342, 1.0487], [-0.3462, 4.5465, -0.1963], [1.4321, 3.3357, 0.5457], [0.4280, 2.7411, 1.8675], [-3.5013, 2.1889, -0.7373], [-2.5579, 1.7471, 0.7488], [-2.3528, 0.8037, -0.6832], [-1.5071, 3.5299, -2.7867], [-1.0036, 1.7889, -2.6716], [0.1381, 3.0199, -2.2200], [3.1414, -2.7685, 0.8788], [2.8340, -1.3981, 0.8993], [3.5850, -3.0667, -0.0851], [2.2887, -3.4361, 1.0772], [3.8888, -2.9086, 1.6681]],
  "forces_ev_per_a": [[-1.93, -1.66, -0.43], [-0.85, 0.21, -0.50], [-0.42, -0.40, 0.03], [-0.10, 0.13, 0.35], [-0.18, -0.16, -0.28], [-0.52, -0.27, 0.40], [0.33, 0.44, 0.69], [0.16, 0.25, -0.14], [0.02, 0.11, -0.24], [0.48, -0.72, -0.46], [0.90, 0.10, 0.17], [-1.38, -0.23, 0.10], [-0.03, 0.86, -0.59], [0.67, 0.88, -0.68], [0.02, 0.22, 0.15], [1.23, -1.05, 0.15], [-0.40, -1.13, 0.08], [-0.10, -0.14, 0.20], [-0.06, -0.05, 0.28], [0.14, 0.16, 0.19], [0.15, -0.05, 0.35], [-0.42, 1.22, -1.51], [2.03, 1.42, 2.10], [-0.79, -0.53, -0.74], [-0.77, 0.01, -0.57], [-0.73, 0.64, -0.41], [-0.11, 2.37, 1.20], [0.50, -0.87, -0.19], [0.37, -0.89, 0.01], [0.33, 0.57, 0.17], [0.04, 0.12, 0.36], [-0.59, -0.98, 0.46], [-0.14, 0.38, -0.24], [-0.04, 0.01, -0.09], [0.79, -0.50, -0.88], [-0.24, -0.08, -0.14], [-0.25, 0.10, 0.16], [-0.03, 0.84, -0.06], [1.89, -1.13, 0.52], [-0.06, -0.04, 0.07], [0.02, 0.21, -0.04], [0.10, -0.38, 0.00]],
  "mulliken_charge": [0.918, -0.727, -0.838, -0.473, 0.480, -0.484, -0.469, 0.365, 0.645, 0.536, 0.350, -0.888, -0.298, -0.925, 0.411, -0.573, -0.444, 0.510, 0.440, 0.417, 0.632, 0.044, 0.329, -1.019, -0.644, -1.242, -0.779, 0.327, 0.405, 0.329, 0.032, 0.342, 0.119, -0.183, 0.354, 0.226, 0.148, -0.577, -0.441, 0.195, 0.177, 0.272]
}

{
  "formula": "C2H14N3O3",
  "method": "ωB97M-V/def2-TZVPD",
  "de_lowest_kcal_mol": 42.8,
  "gap_ev": 10.844,
  "energy_ev": -12907.7635,
  "spin_multiplicity": 1,
  "total_charge": 1,
  "species": ["C", "N", "C", "N", "N", "H", "H", "H", "H", "H", "H", "H", "H", "H", "H", "O", "H", "H", "O", "H", "H", "O"],
  "positions_angstrom": [[0.1895, 1.3317, 2.0679], [-0.1433, 0.7550, 0.7680], [-0.1698, 1.5139, -0.3714], [-0.2850, 0.8462, -1.5872], [-0.3003, 2.8575, -0.3272], [-0.7165, 1.8198, 2.5765], [1.0696, 2.0082, 2.0537], [0.3103, 0.5536, 2.8623], [-0.3859, -0.2828, 0.5658], [-0.2675, -0.1335, -1.6463], [-0.3846, 1.3517, -2.4715], [0.2983, 3.4873, -0.9642], [-0.5603, 3.4405, 0.4012], [2.1193, -2.1965, 0.1638], [2.7559, -1.5228, -0.9699], [1.8316, -1.8143, -0.7534], [-1.3939, -2.0113, 0.5958], [-0.2130, -2.3583, 1.2887], [-0.7917, -1.6658, 1.1124], [-0.2870, -3.0112, -1.7196], [-1.6891, -2.5718, -2.1170], [-0.9864, -2.3972, -1.5283]],
  "forces_ev_per_a": [[-1.55, -0.10, 1.91], [0.01, 1.09, -3.18], [-1.24, -2.22, 0.77], [0.40, 3.12, 1.22], [2.82, 1.18, -3.80], [1.13, 0.04, -1.20], [-0.66, -0.50, -0.14], [0.54, 0.13, -1.21], [0.78, 1.49, 1.42], [0.33, -1.54, 0.22], [-0.07, -0.14, 0.89], [-1.45, -1.90, 0.76], [-0.65, 0.10, 2.35], [-1.33, 0.74, -2.20], [-1.23, -0.07, -0.52], [2.60, -0.67, 2.70], [-5.10, -2.79, -4.45], [1.76, -1.80, 0.63], [3.00, 3.69, 4.03], [0.55, -0.39, -0.23], [-1.19, -0.49, -1.12], [0.54, 1.01, 1.16]],
  "mulliken_charge": [-1.013, 0.008, 0.556, -0.284, -0.429, 0.328, 0.356, 0.312, 0.295, 0.160, 0.230, 0.267, 0.247, 0.311, 0.314, -0.606, 0.243, 0.253, -0.534, 0.293, 0.283, -0.590]
}

{
  "formula": "C23H17FN5O6RuS",
  "method": "ωB97M-V/def2-TZVPD",
  "de_lowest_kcal_mol": 12.3,
  "gap_ev": [7.434, 6.951],
  "energy_ev": -59996.8800,
  "spin_multiplicity": 2,
  "species": ["Ru", "O", "C", "O", "C", "C", "C", "C", "C", "N", "C", "O", "O", "H", "H", "H", "H", "N", "C", "C", "C", "C", "C", "C", "S", "O", "O", "N", "C", "N", "C", "C", "C", "N", "H", "H", "H", "H", "H", "H", "H", "H", "H", "F", "C", "C", "C", "C", "C", "C", "H", "H", "H", "H"],
  "positions_angstrom": [[-1.0319, 0.2137, 1.0551], [-3.0763, 0.8459, 3.1743], [-1.8019, 0.4888, 2.9122], [-0.8549, 1.3531, 2.7649], [-1.3895, -0.8822, 3.3483], [-1.8681, -1.7100, 4.3545], [-1.2598, -2.9413, 4.5221], [-0.2264, -3.3341, 3.6763], [0.1517, -2.4716, 2.6645], [-0.4167, -1.2785, 2.5215], [1.2006, -2.8806, 1.6693], [1.7523, -3.9465, 1.6928], [1.4069, -1.8929, 0.7918], [-3.2394, 1.6843, 2.6943], [-2.6839, -1.3821, 4.9827], [-1.5905, -3.6029, 5.3117], [0.2714, -4.2875, 3.7747], [2.7465, 4.1204, -1.4838], [1.4462, 3.7721, -1.1574], [0.5181, 3.4849, -2.1671], [-0.7918, 3.1890, -1.8466], [-1.1903, 3.1736, -0.5119], [-0.2841, 3.4585, 0.4985], [1.0273, 3.7590, 0.1743], [-2.8162, 2.6134, -0.1335], [-3.6850, 2.9745, -1.2099], [-3.1293, 3.0171, 1.2153], [-2.5973, 0.9964, -0.0437], [-2.4411, 0.1653, -1.1051], [-3.0936, 0.1704, -2.2586], [-2.7700, -0.8064, -3.0993], [-1.8238, -1.7884, -2.8260], [-1.1819, -1.7106, -1.6053], [-1.4847, -0.7423, -0.7520], [3.0745, 3.8470, -2.3943], [3.4360, 4.0209, -0.7581], [0.8327, 3.5153, -3.2037], [-1.5217, 2.9803, -2.6185], [-0.6054, 3.4190, 1.5307], [1.7352, 3.9888, 0.9616], [-3.3018, -0.8062, -4.0445], [-1.5955, -2.5700, -3.5340], [-0.4141, -2.4138, -1.3041], [4.5052, -1.6042, -3.6972], [3.7588, -1.7110, -2.5808], [3.0007, -0.6256, -2.1812], [2.2377, -0.7417, -1.0349], [2.2454, -1.9321, -0.3180], [3.0080, -3.0163, -0.7213], [3.7759, -2.8936, -1.8753], [3.0101, 0.2859, -2.7625], [1.6289, 0.0830, -0.6831], [3.0109, -3.9327, -0.1565], [4.3861, -3.7153, -2.2234]],
  "forces_ev_per_a": [[-0.01, -0.62, -0.05], [0.04, -0.04, 0.01], [-0.13, 0.32, 0.36], [-0.09, -0.01, 0.00], [0.10, -0.06, 0.12], [-0.10, 0.09, 0.01], [0.00, -0.03, 0.01], [0.00, 0.03, -0.02], [-0.04, -0.03, -0.04], [0.09, 0.15, -0.32], [0.11, 0.01, 0.06], [-0.04, 0.00, -0.02], [-0.03, 0.01, -0.01], [0.01, -0.02, 0.01], [0.00, 0.00, -0.01], [0.01, -0.01, 0.00], [0.00, 0.00, 0.01], [0.02, 0.00, 0.02], [-0.03, -0.01, -0.09], [0.04, 0.02, 0.04], [-0.03, 0.04, 0.09], [-0.02, -0.02, -0.21], [0.06, -0.02, 0.05], [-0.04, -0.01, 0.05], [-0.14, -0.01, 0.07], [-0.02, -0.03, 0.00], [0.01, -0.02, 0.00], [0.08, 0.47, 0.10], [0.12, -0.20, -0.14], [0.05, 0.03, -0.01], [0.00, 0.00, 0.01], [-0.01, 0.01, -0.02], [0.00, 0.01, -0.01], [0.01, -0.05, -0.04], [0.00, 0.00, 0.00], [0.00, 0.00, 0.00], [-0.01, 0.00, 0.00], [0.02, -0.01, -0.02], [0.01, 0.02, 0.00], [0.01, 0.00, 0.00], [0.00, -0.01, -0.01], [-0.01, 0.00, -0.01], [-0.02, 0.01, 0.00], [0.00, 0.00, 0.00], [0.00, 0.01, 0.00], [0.00, 0.00, -0.01], [0.02, -0.01, -0.01], [0.00, 0.01, 0.03], [0.01, 0.00, -0.03], [-0.01, -0.02, 0.01], [0.00, 0.00, 0.00], [-0.01, -0.01, 0.01], [0.00, 0.00, 0.00], [0.00, 0.00, 0.00]],
  "mulliken_spin": [1.000, -0.009, -0.066, -0.021, 0.016, -0.017, 0.015, -0.005, 0.025, -0.012, 0.010, 0.002, 0.006, 0.001, -0.001, 0.001, 0.000, 0.000, 0.001, 0.003, 0.012, 0.018, -0.010, -0.006, -0.002, 0.006, 0.001, 0.028, 0.018, 0.000, -0.002, 0.001, -0.002, -0.018, 0.000, 0.000, 0.000, 0.001, 0.004, 0.000, 0.000, 0.000, 0.001, 0.000, 0.000, 0.001, 0.009, -0.002, 0.000, 0.000, 0.000, -0.005, 0.000, 0.000]
}